Entry 1:
This record from the Open Molecules 2025 dataset describes a structure of composition C29H26N5O3Pt. The level of theory is ωB97M-V with the def2-TZVPD basis set.

As for the maximum force: 0.0116 hartree/bohr. The net charge is +3. The frontier orbital gap comes out at 6.320 eV. As for the total energy: -47307.6118 eV. The energy above the lowest of the compared OMol25 structures with the same formula, charge and spin comes out at 32.8 kcal/mol.

Geometry (Å):
Pt  0.335  -1.864  3.048
C  -2.427  -1.312  5.850
C  -1.016  -1.269  5.361
C  -0.322  -0.118  5.100
C  1.044  -0.190  4.655
C  1.808  -1.355  4.751
C  1.108  -2.569  4.939
C  -0.306  -2.497  5.080
H  -2.437  -1.423  6.937
H  -2.967  -2.161  5.433
H  -2.960  -0.395  5.608
H  -0.794  0.852  5.188
H  1.544  0.731  4.382
H  2.875  -1.341  4.574
H  1.624  -3.518  4.977
H  -0.862  -3.422  5.185
C  1.471  7.383  -6.646
O  0.295  6.674  -6.138
C  0.367  5.627  -5.415
C  -0.899  5.078  -5.005
C  -0.918  3.964  -4.261
C  0.319  3.308  -3.853
C  1.587  3.886  -4.290
C  1.611  5.000  -5.037
N  0.178  2.239  -3.139
N  1.337  1.592  -2.834
C  1.407  0.908  -1.744
C  2.653  0.129  -1.667
C  2.933  -0.732  -0.691
C  1.984  -0.945  0.390
O  2.179  -1.721  1.304
C  0.713  -0.148  0.375
N  -0.115  -0.380  1.399
C  -1.249  0.322  1.490
C  -1.589  1.287  0.560
C  -0.741  1.526  -0.505
C  0.437  0.785  -0.629
H  1.065  8.263  -7.128
H  1.981  6.747  -7.364
H  2.109  7.664  -5.811
H  -1.793  5.590  -5.333
H  -1.846  3.508  -3.944
H  2.502  3.377  -4.021
H  2.546  5.418  -5.384
H  3.333  0.289  -2.493
H  3.846  -1.312  -0.664
H  -1.889  0.104  2.335
H  -2.508  1.844  0.677
H  -0.995  2.279  -1.233
N  -2.734  -3.410  -1.543
C  -1.739  -4.328  -1.362
O  -1.217  -4.967  -2.239
C  -1.237  -4.484  0.056
C  -0.964  -5.756  0.548
C  -0.450  -5.871  1.828
C  -0.164  -4.727  2.544
N  -0.377  -3.497  2.048
C  -0.931  -3.384  0.827
H  -3.140  -3.404  -2.469
H  -3.379  -3.237  -0.788
H  -1.154  -6.622  -0.072
H  -0.242  -6.835  2.272
H  0.280  -4.792  3.526
H  -1.110  -2.385  0.458

Results of the Mulliken charge analysis, in e, for atoms 1 through 6: Pt 1.062; C -1.602; C 0.908; C -0.509; C -0.471; C -0.738


Entry 2:
This record from the Open Molecules 2025 dataset describes the molecule C3H5NOS2 in a non-equilibrium geometry. The level of theory is ωB97M-V with the def2-TZVPD basis set.

As for the maximum force: 0.1587 hartree/bohr. The net charge is 0. The frontier orbital gap comes out at 9.381 eV. As for the total energy: -28396.5279 eV. The energy above the lowest of the compared OMol25 structures with the same formula, charge and spin comes out at 85.4 kcal/mol.

Geometry (Å):
O  1.889  0.416  1.113
C  1.011  0.673  -0.037
C  -0.598  1.093  0.099
N  -0.864  -0.290  -0.408
S  -2.259  -1.269  -0.447
C  0.383  -0.692  -0.568
S  1.152  -2.015  -0.866
H  2.511  -0.382  0.685
H  1.347  1.438  -0.869
H  -1.065  1.765  -0.435
H  -1.274  1.191  1.125
H  -2.234  -1.929  0.607

Results of the Mulliken charge analysis, in e, for atoms 1 through 6: O -0.477; C 0.284; C -0.706; N 0.035; S -0.109; C 0.171


Entry 3:
This record from the Open Molecules 2025 dataset describes a structure of composition C22H15KO2 in a non-equilibrium geometry. The level of theory is ωB97M-V with the def2-TZVPD basis set.

As for the maximum force: 0.0508 hartree/bohr. The net charge is -2. The frontier orbital gap comes out at 3.623 eV. As for the total energy: -43475.5355 eV.

Geometry (Å):
K  12.533  5.953  12.519
C  10.832  3.833  13.595
C  10.715  4.770  14.372
C  10.606  5.916  15.278
C  9.282  6.522  15.506
C  8.117  5.733  15.396
C  6.880  6.298  15.230
C  6.757  7.702  15.314
C  7.869  8.497  15.582
C  9.088  7.868  15.648
C  11.802  6.313  16.061
C  11.700  6.989  17.298
C  12.770  7.244  18.152
C  14.137  6.892  17.812
C  14.274  6.080  16.626
C  13.190  5.789  15.788
H  8.207  4.685  15.274
H  5.991  5.733  15.137
H  5.796  8.146  15.132
H  7.850  9.586  15.709
H  9.955  8.510  15.810
H  10.722  7.302  17.611
H  12.616  7.739  19.104
H  14.972  7.013  18.497
H  15.236  5.638  16.346
H  13.340  5.109  14.962
O  12.555  7.343  10.169
C  13.655  6.979  9.745
O  14.506  6.339  10.390
C  14.040  7.370  8.307
C  14.836  6.587  7.445
C  15.205  7.059  6.188
C  14.750  8.250  5.689
C  13.918  8.954  6.513
C  13.582  8.611  7.787
H  15.208  5.594  7.706
H  15.879  6.360  5.669
H  14.984  8.665  4.697
H  13.478  9.880  6.168
H  12.995  9.337  8.290

Results of the Mulliken charge analysis, in e, for atoms 1 through 6: K 0.680; C -0.940; C -0.443; C 0.101; C 0.065; C -0.537


Entry 4:
This record from the Open Molecules 2025 dataset describes the molecule C20H25N5O3S2 in a non-equilibrium geometry. The level of theory is ωB97M-V with the def2-TZVPD basis set.

As for the maximum force: 0.0377 hartree/bohr. The net charge is 0. The frontier orbital gap comes out at 8.077 eV. As for the total energy: -56408.0089 eV. The energy above the lowest of the compared OMol25 structures with the same formula, charge and spin comes out at 33.3 kcal/mol.

Geometry (Å):
C  6.462  1.998  2.140
O  5.466  1.321  1.414
C  5.751  0.893  0.142
C  7.001  1.022  -0.440
C  7.225  0.620  -1.749
C  6.188  0.087  -2.482
C  4.940  -0.068  -1.903
C  4.686  0.314  -0.588
N  3.418  0.229  -0.012
C  2.257  0.012  -0.838
C  1.933  -1.485  -1.020
N  1.795  -2.098  0.280
C  0.676  -2.599  0.841
O  0.642  -3.004  1.986
C  -0.569  -2.679  -0.034
S  -1.236  -1.005  -0.354
C  -2.928  -1.333  -0.291
N  -3.466  -2.489  -0.127
N  -4.788  -2.467  -0.113
C  -5.308  -1.295  -0.270
N  -6.659  -1.134  -0.298
C  -7.499  -0.037  -0.381
O  -8.689  -0.235  -0.406
C  -6.865  1.325  -0.393
C  -6.402  1.828  0.996
C  -7.282  3.075  0.829
C  -7.863  2.492  -0.467
S  -4.097  -0.023  -0.463
C  2.977  -1.915  1.100
C  3.251  -0.414  1.274
H  5.990  2.288  3.078
H  7.319  1.352  2.354
H  6.804  2.896  1.616
H  7.816  1.457  0.116
H  8.206  0.738  -2.182
H  6.343  -0.222  -3.505
H  4.152  -0.498  -2.502
H  2.388  0.497  -1.805
H  1.402  0.481  -0.334
H  1.027  -1.591  -1.612
H  2.757  -1.984  -1.542
H  -1.341  -3.220  0.511
H  -0.378  -3.166  -0.990
H  -7.156  -2.020  -0.231
H  -6.083  1.369  -1.153
H  -5.335  2.016  1.085
H  -6.716  1.177  1.810
H  -8.002  3.242  1.626
H  -6.708  3.987  0.676
H  -7.773  3.121  -1.349
H  -8.890  2.149  -0.374
H  2.796  -2.391  2.064
H  3.829  -2.395  0.606
H  4.138  -0.267  1.884
H  2.396  0.047  1.780

Results of the Mulliken charge analysis, in e, for atoms 1 through 6: C -1.026; O -0.384; C 0.508; C -0.412; C -0.764; C -1.071


Please write out number 2 again, unchanged.
This record from the Open Molecules 2025 dataset describes the molecule C3H5NOS2 in a non-equilibrium geometry. The level of theory is ωB97M-V with the def2-TZVPD basis set.

As for the maximum force: 0.1587 hartree/bohr. The net charge is 0. The frontier orbital gap comes out at 9.381 eV. As for the total energy: -28396.5279 eV. The energy above the lowest of the compared OMol25 structures with the same formula, charge and spin comes out at 85.4 kcal/mol.

Geometry (Å):
O  1.889  0.416  1.113
C  1.011  0.673  -0.037
C  -0.598  1.093  0.099
N  -0.864  -0.290  -0.408
S  -2.259  -1.269  -0.447
C  0.383  -0.692  -0.568
S  1.152  -2.015  -0.866
H  2.511  -0.382  0.685
H  1.347  1.438  -0.869
H  -1.065  1.765  -0.435
H  -1.274  1.191  1.125
H  -2.234  -1.929  0.607

Results of the Mulliken charge analysis, in e, for atoms 1 through 6: O -0.477; C 0.284; C -0.706; N 0.035; S -0.109; C 0.171


Please write out number 4 again, unchanged.
This record from the Open Molecules 2025 dataset describes the molecule C20H25N5O3S2 in a non-equilibrium geometry. The level of theory is ωB97M-V with the def2-TZVPD basis set.

As for the maximum force: 0.0377 hartree/bohr. The net charge is 0. The frontier orbital gap comes out at 8.077 eV. As for the total energy: -56408.0089 eV. The energy above the lowest of the compared OMol25 structures with the same formula, charge and spin comes out at 33.3 kcal/mol.

Geometry (Å):
C  6.462  1.998  2.140
O  5.466  1.321  1.414
C  5.751  0.893  0.142
C  7.001  1.022  -0.440
C  7.225  0.620  -1.749
C  6.188  0.087  -2.482
C  4.940  -0.068  -1.903
C  4.686  0.314  -0.588
N  3.418  0.229  -0.012
C  2.257  0.012  -0.838
C  1.933  -1.485  -1.020
N  1.795  -2.098  0.280
C  0.676  -2.599  0.841
O  0.642  -3.004  1.986
C  -0.569  -2.679  -0.034
S  -1.236  -1.005  -0.354
C  -2.928  -1.333  -0.291
N  -3.466  -2.489  -0.127
N  -4.788  -2.467  -0.113
C  -5.308  -1.295  -0.270
N  -6.659  -1.134  -0.298
C  -7.499  -0.037  -0.381
O  -8.689  -0.235  -0.406
C  -6.865  1.325  -0.393
C  -6.402  1.828  0.996
C  -7.282  3.075  0.829
C  -7.863  2.492  -0.467
S  -4.097  -0.023  -0.463
C  2.977  -1.915  1.100
C  3.251  -0.414  1.274
H  5.990  2.288  3.078
H  7.319  1.352  2.354
H  6.804  2.896  1.616
H  7.816  1.457  0.116
H  8.206  0.738  -2.182
H  6.343  -0.222  -3.505
H  4.152  -0.498  -2.502
H  2.388  0.497  -1.805
H  1.402  0.481  -0.334
H  1.027  -1.591  -1.612
H  2.757  -1.984  -1.542
H  -1.341  -3.220  0.511
H  -0.378  -3.166  -0.990
H  -7.156  -2.020  -0.231
H  -6.083  1.369  -1.153
H  -5.335  2.016  1.085
H  -6.716  1.177  1.810
H  -8.002  3.242  1.626
H  -6.708  3.987  0.676
H  -7.773  3.121  -1.349
H  -8.890  2.149  -0.374
H  2.796  -2.391  2.064
H  3.829  -2.395  0.606
H  4.138  -0.267  1.884
H  2.396  0.047  1.780

Results of the Mulliken charge analysis, in e, for atoms 1 through 6: C -1.026; O -0.384; C 0.508; C -0.412; C -0.764; C -1.071


Question: Among the records above, which one has the highest net charge?
Answer: C29H26N5O3Pt


Question: Which formula does entry 1 have?
Answer: C29H26N5O3Pt